Entry 1:
A cluster of 12 separate species, C40H65N5O19S in total in a non-equilibrium geometry, computed with ωB97M-V/def2-TZVPD.

The total energy comes out at -99715.8844 eV. Its HOMO-LUMO gap is 8.92 eV.

```
130
Properties=species:S:1:pos:R:3:forces:R:3
C -22.578 -13.304 -25.661 0.0 -0.5 0.2
C -23.550 -13.191 -24.512 -2.6 -1.5 -0.8
O -22.845 -12.774 -23.377 -2.5 0.4 -0.2
C -21.611 -12.695 -23.706 4.5 1.3 1.7
O -20.760 -12.469 -22.854 -0.8 -0.6 -2.1
O -21.386 -12.849 -25.041 0.7 -0.2 0.5
H -22.796 -12.758 -26.579 0.1 0.3 0.4
H -22.562 -14.367 -25.905 0.8 0.0 -0.3
H -23.924 -14.180 -24.247 -0.1 -0.1 -0.2
H -24.438 -12.646 -24.832 0.2 0.8 0.8
C -16.549 -13.724 -26.445 -0.9 -1.1 0.9
C -17.165 -12.955 -25.284 -1.9 -0.9 0.3
O -16.373 -11.834 -25.191 -0.6 2.1 1.8
C -15.358 -11.849 -25.981 3.6 0.2 -0.4
O -14.391 -11.100 -25.854 -2.3 -1.5 -1.1
O -15.462 -12.936 -26.825 1.2 1.5 -0.4
H -17.274 -13.920 -27.234 0.3 0.3 -0.3
H -16.185 -14.676 -26.056 0.1 -0.1 -0.3
H -17.155 -13.492 -24.335 0.3 -0.1 0.0
H -18.195 -12.624 -25.421 0.0 -0.1 -0.3
C -19.217 -15.803 -22.124 0.6 -1.1 -1.7
C -18.684 -17.172 -21.616 0.2 2.4 0.0
O -17.299 -17.113 -22.056 -0.4 1.1 0.0
C -16.956 -15.790 -22.297 3.6 -0.7 -1.9
O -15.794 -15.477 -22.679 -4.7 -0.8 1.8
O -18.024 -14.988 -22.220 0.3 0.1 0.9
H -20.086 -15.344 -21.654 0.6 0.2 0.4
H -19.450 -15.953 -23.178 -0.6 0.0 -0.1
H -19.251 -17.959 -22.113 0.4 -0.3 0.5
H -18.691 -17.089 -20.529 -0.1 -1.0 0.1
C -16.279 -5.068 -18.644 -0.6 -0.5 0.4
C -15.115 -5.304 -19.615 -1.0 0.3 1.5
O -14.320 -6.209 -18.860 0.4 -1.2 0.4
C -14.947 -6.697 -17.719 2.1 0.3 1.2
O -14.355 -7.382 -16.875 -2.7 1.9 -3.0
O -16.185 -6.125 -17.673 0.9 -0.9 0.6
H -17.288 -5.203 -19.033 0.2 0.5 -0.3
H -16.147 -4.116 -18.129 -0.3 0.0 0.1
H -14.597 -4.345 -19.639 0.3 -0.4 -0.9
H -15.487 -5.717 -20.553 0.7 0.0 -0.1
C -15.856 -3.413 -24.958 2.3 -1.4 0.6
C -14.534 -4.171 -25.340 -1.1 -0.1 -0.1
O -14.644 -4.213 -26.762 0.5 0.0 0.2
C -15.406 -3.157 -27.169 0.4 -2.0 -1.0
O -15.417 -2.807 -28.305 -0.3 0.7 0.3
O -16.198 -2.781 -26.180 -1.0 1.4 1.2
H -15.603 -2.806 -24.088 -0.5 0.9 -0.5
H -16.542 -4.178 -24.595 -0.7 0.3 -0.6
H -14.617 -5.162 -24.892 0.5 -0.1 -0.3
H -13.581 -3.695 -25.109 -0.2 0.2 0.4
C -10.657 -8.701 -21.165 0.0 -1.5 -0.5
C -10.370 -10.131 -20.673 -0.1 0.0 -1.1
O -10.202 -9.946 -19.284 0.1 1.4 0.6
C -9.684 -8.661 -19.166 1.4 -0.1 5.2
O -9.161 -8.237 -18.114 -1.8 -1.5 -3.9
O -9.841 -7.987 -20.275 0.5 1.6 -0.3
H -11.694 -8.389 -21.036 -0.1 -0.1 0.0
H -10.348 -8.547 -22.199 0.1 0.1 0.2
H -9.400 -10.510 -20.993 -0.1 0.1 -0.7
H -11.141 -10.838 -20.977 0.0 0.0 0.5
C -17.913 -12.314 -19.202 1.5 -0.7 0.2
C -17.925 -13.694 -18.539 -1.1 0.3 0.3
C -18.439 -13.597 -17.060 1.1 -1.0 0.4
C -19.464 -12.681 -16.635 -4.7 3.1 0.0
N -20.346 -11.918 -16.387 3.7 -3.0 -0.8
H -18.850 -11.759 -19.234 0.0 -0.4 0.5
H -17.561 -12.409 -20.230 0.0 0.0 -0.1
H -17.132 -11.812 -18.631 -0.3 0.9 -0.2
H -16.971 -14.210 -18.429 0.5 0.7 -0.2
H -18.428 -14.378 -19.222 -0.9 -0.2 0.6
H -17.638 -13.290 -16.387 0.8 0.2 -0.4
H -18.600 -14.594 -16.650 -0.6 -0.1 -0.1
C -18.713 -8.983 -19.243 0.1 0.6 -2.5
C -18.795 -7.778 -20.304 1.3 0.4 2.3
C -19.699 -7.930 -21.475 -1.1 0.4 -0.5
C -19.849 -6.657 -22.291 0.7 -2.1 1.0
N -19.902 -5.684 -22.887 -0.1 0.6 -0.4
H -17.841 -8.919 -18.592 -0.4 0.6 0.3
H -18.442 -9.837 -19.863 -0.3 -0.3 0.0
H -19.660 -9.202 -18.749 0.2 0.2 0.2
H -17.772 -7.539 -20.594 0.1 -0.1 -0.2
H -19.161 -6.868 -19.830 0.2 0.0 0.5
H -20.661 -8.063 -20.980 -0.4 -0.4 -0.6
H -19.442 -8.798 -22.082 -0.3 0.2 -0.3
C -16.140 -8.424 -28.282 -0.8 -0.7 -0.4
C -16.601 -7.487 -27.169 -0.8 -1.0 0.3
C -16.965 -8.254 -25.828 -0.8 1.0 -1.1
C -18.188 -9.037 -25.897 2.0 -0.5 -1.4
N -19.123 -9.674 -25.969 -1.9 -1.1 0.1
H -16.363 -7.974 -29.250 1.1 0.5 -0.1
H -16.750 -9.311 -28.452 -0.6 -0.2 0.9
H -15.157 -8.868 -28.130 0.3 0.7 -0.3
H -17.507 -6.970 -27.486 -0.1 -0.1 0.0
H -15.867 -6.688 -27.062 0.1 -0.2 0.6
H -17.509 -7.596 -25.151 1.7 1.2 1.0
H -16.137 -8.868 -25.471 -0.1 0.3 0.4
C -9.676 -5.501 -24.612 -0.6 0.4 1.3
C -9.983 -4.825 -23.295 -0.1 1.4 0.9
C -9.085 -3.581 -23.012 -1.0 -0.4 -1.1
C -9.635 -2.695 -21.986 0.1 0.3 1.5
N -10.058 -2.046 -21.124 0.4 -0.7 -1.2
H -10.370 -6.331 -24.485 0.7 -0.8 -1.0
H -8.602 -5.688 -24.632 -0.2 -0.6 -0.6
H -10.046 -4.852 -25.405 0.4 -0.2 -0.3
H -9.929 -5.478 -22.424 0.1 -0.3 -0.1
H -11.023 -4.506 -23.367 -0.1 0.2 0.3
H -9.126 -3.016 -23.943 0.3 0.2 -0.1
H -8.061 -3.924 -22.869 0.0 0.4 0.4
C -15.179 -9.805 -20.183 -1.2 -1.4 0.4
C -15.878 -10.012 -21.542 0.4 0.3 0.8
C -14.979 -9.710 -22.723 -1.3 -2.2 -0.4
C -14.678 -8.360 -22.845 1.0 2.7 -0.4
N -14.387 -7.255 -22.984 -0.2 0.0 0.1
H -14.221 -10.317 -20.094 0.4 0.5 -0.5
H -15.740 -10.392 -19.455 -0.3 0.2 0.2
H -15.182 -8.785 -19.800 0.4 0.0 -0.4
H -16.762 -9.380 -21.627 0.0 0.3 0.1
H -16.308 -10.998 -21.719 0.4 -0.3 0.5
H -15.639 -9.988 -23.545 0.5 0.0 -0.6
H -14.063 -10.297 -22.792 -0.1 -0.2 0.1
C -13.051 -13.737 -24.106 0.7 -0.1 -0.7
S -11.268 -13.717 -23.592 -1.3 0.3 2.0
O -10.843 -12.311 -23.390 0.2 0.5 -0.7
C -11.604 -14.208 -21.830 -0.7 -2.0 -0.2
H -13.323 -14.769 -24.327 -0.1 -0.2 0.6
H -13.125 -13.276 -25.091 0.3 0.5 0.1
H -13.715 -13.229 -23.407 0.2 -0.2 0.1
H -10.810 -14.800 -21.375 0.6 0.7 -0.2
H -12.376 -14.977 -21.819 -0.4 -0.1 -0.4
H -11.997 -13.463 -21.138 0.4 0.6 -0.6
```
Positions in Å, forces in eV/Å.

***

Entry 2:
A structure of composition C4H14NO3 in a non-equilibrium geometry, computed with ωB97M-V/def2-TZVPD.

The energy above the lowest of the compared OMol25 structures with the same formula, charge and spin comes out at 98.76 kcal per mole. The charge is -1. The total energy comes out at -12004.6135 eV. Its HOMO-LUMO gap is 6.88 eV.

```
22
Properties=species:S:1:pos:R:3:forces:R:3
C -1.397 0.614 0.897 -0.7 0.2 0.0
N 0.004 0.308 0.732 0.3 0.0 -0.3
C 0.479 0.548 -0.596 0.8 1.4 -1.2
C 2.005 0.880 -0.648 -0.5 -1.2 0.2
C 2.592 1.023 -2.046 -0.3 4.2 0.3
O 1.407 1.068 -3.298 1.2 1.8 1.1
H -1.589 1.689 0.844 0.2 0.1 -0.1
H -2.065 0.125 0.176 0.1 -0.1 -0.2
H -1.720 0.235 1.853 0.0 -0.1 0.3
H 0.109 -0.675 0.960 -0.1 -0.2 0.5
H 0.316 -0.229 -1.355 -0.3 -0.3 0.3
H 0.030 1.438 -1.042 -0.5 -0.1 0.2
H 2.400 0.054 -0.053 0.7 0.1 -0.2
H 2.247 1.825 -0.171 -0.3 -0.1 0.5
H 3.525 0.539 -2.331 -0.5 -0.8 -0.3
H 2.776 2.076 -2.202 0.6 0.1 0.3
H -1.095 -2.212 3.138 0.0 -0.1 0.1
H 1.805 0.314 -2.932 -0.9 -5.0 -1.3
O -1.339 -1.950 2.247 0.2 -0.1 -0.2
H -2.670 -2.636 1.874 -0.3 0.4 0.4
H -4.144 -2.151 2.177 0.1 0.2 0.1
O -3.676 -2.885 1.779 0.1 -0.5 -0.4
```
Positions in Å, forces in eV/Å.